[1]
This record from the OMol25 dataset describes a molecular structure, C32H29FN7O3S2Tl at a distorted geometry. The level of theory is ωB97M-V with the def2-TZVPD basis set.

Geometry (Å):
Tl -11.54920 -9.56855 14.27708
C -10.09667 -11.26899 16.88914
N -11.01802 -10.16468 16.55167
C -11.94509 -9.85385 17.41175
C -13.00168 -8.98990 17.12126
C -14.10964 -8.56681 17.89996
C -14.90753 -7.76848 17.07450
C -14.21994 -7.75405 15.83119
N -13.06983 -8.43306 15.87201
C -8.91218 -10.74918 17.68405
C -8.26845 -9.59615 17.23601
C -7.16295 -9.08860 17.91202
C -6.69032 -9.71227 19.05412
C -7.30072 -10.90169 19.49305
C -8.39287 -11.40497 18.79247
H -9.72284 -11.67029 15.93969
H -10.62015 -12.06542 17.47553
H -11.93957 -10.37350 18.40597
H -14.29899 -8.80040 18.94833
H -15.81929 -7.24675 17.34776
H -14.52936 -7.29984 14.90784
H -8.69820 -9.06245 16.37661
H -6.69241 -8.19042 17.51531
H -5.88308 -9.25204 19.56904
H -6.95407 -11.41754 20.36684
H -8.86585 -12.32728 19.08967
C -15.81743 -13.59552 9.05499
C -16.62361 -12.84971 10.11086
N -15.79432 -12.45373 11.27553
C -15.31550 -11.19105 11.33941
C -14.34075 -10.77197 12.24551
C -14.01509 -9.31636 12.16138
O -14.72306 -8.63026 11.39050
O -13.09647 -8.74100 12.87648
C -13.76744 -11.71397 13.17121
O -12.85709 -11.53336 14.04036
C -14.36619 -13.01607 13.18003
C -14.06309 -13.98722 14.16873
C -14.67492 -15.18211 14.24090
F -14.41743 -15.97731 15.31537
C -15.66558 -15.56667 13.31302
C -15.94909 -14.65064 12.28449
C -15.36713 -13.37763 12.26618
N -16.38581 -16.76508 13.36149
C -17.80987 -16.73579 13.57178
C -18.49940 -18.00272 13.16276
N -17.82784 -19.19343 13.84633
C -16.31328 -19.21835 13.48417
C -15.69589 -17.92749 13.93873
H -16.48381 -13.99325 8.28312
H -15.25281 -14.45082 9.47700
H -15.09708 -12.91918 8.57669
H -17.48457 -13.44071 10.43454
H -17.00212 -11.88743 9.72276
H -15.68891 -10.51283 10.59912
H -13.28524 -13.78078 14.89985
H -16.64390 -14.93588 11.48016
H -18.24255 -15.87531 13.04825
H -18.02383 -16.60039 14.65963
H -18.40700 -18.13825 12.08219
H -19.56162 -17.99437 13.43787
H -18.27492 -20.06605 13.56318
H -17.93423 -19.16556 14.86264
H -16.23769 -19.39021 12.40679
H -15.84752 -20.07256 13.96013
H -14.65353 -17.91318 13.56906
H -15.70593 -17.92374 15.03263
S -9.58313 -10.93974 12.94265
C -8.27622 -10.02127 13.38279
C -7.06794 -10.76972 13.74139
N -6.04062 -11.24815 14.04573
C -8.24887 -8.60719 13.68940
S -9.59136 -7.68422 13.58269
C -6.95401 -8.09395 14.11220
N -5.90318 -7.79845 14.54726

Output
DFT total energy   -2914.40960 a.u.
Molar mass   847.1 Da
Net charge   0
E_HOMO   -5.76 eV
Energy relative to the best compared isomer or geometry (same formula, charge and spin)   0.00 kcal/mol



[2]
This record from the OMol25 dataset describes 2 unconnected molecules or ions with the total composition C7H11NO at a distorted geometry. The level of theory is ωB97M-V with the def2-TZVPD basis set.

Geometry (Å):
C -1.45801 -1.33821 1.29177
N -0.68572 -0.19723 1.75669
C -0.07613 0.57909 0.69821
C -0.48382 0.48807 -0.64985
C 0.30858 1.13322 -1.62260
C 1.36416 1.96050 -1.30200
C 1.69803 2.14195 0.05731
C 1.01364 1.35820 1.02478
H -2.35982 -1.17215 0.69260
H -1.73183 -1.85328 2.20483
H -0.78812 -2.00111 0.75394
H -1.21440 0.44517 2.33197
H -1.39562 -0.01765 -0.93408
H 0.03964 0.92234 -2.65996
H 1.79918 2.56266 -2.09612
H 2.39362 2.94426 0.29570
H 1.34547 1.35456 2.06306
H 0.83009 -2.93021 -1.13809
H -0.61691 -2.92096 -1.62718
O 0.01796 -3.45921 -1.14097

Output
2S+1   2
DFT total energy   -403.26355 a.u.
Molar mass   125.2 Da
Net charge   -1
E_HOMO (alpha / beta)   1.03 / -4.22 eV



[3]
This record from the OMol25 dataset describes C2H4N2S in the gas phase at a distorted geometry. The level of theory is ωB97M-V with the def2-TZVPD basis set.

Geometry (Å):
C -1.47120 -0.22414 0.03281
C -0.12530 0.23606 0.30061
N -2.50730 -0.71495 -0.09894
N 0.79704 -0.61143 -0.30594
S 0.31107 1.99939 -0.01914
H -0.02282 0.17601 1.45987
H 0.55235 -1.16388 -1.06564
H 0.99323 -1.38321 0.30923
H 1.47293 1.68615 -0.61286

Output
2S+1   3
DFT total energy   -586.07979 a.u.
Molar mass   88.1 Da
Net charge   0
E_HOMO (alpha / beta)   -4.86 / -10.45 eV
Energy relative to the best compared isomer or geometry (same formula, charge and spin)   73.57 kcal/mol



[4]
This record from the OMol25 dataset describes a molecular structure, C22H39BrClIrN4OP. The level of theory is ωB97M-V with the def2-TZVPD basis set.

Geometry (Å):
Ir -1.65652 0.50742 1.33023
C 2.27230 0.70668 -5.55257
C 0.87026 0.29775 -5.10014
C 0.71679 -1.21588 -5.30563
C -0.15470 1.03787 -5.97064
C 0.62231 0.62863 -3.62961
C -0.60506 0.33863 -3.05716
C -0.78737 0.60502 -1.71715
Br -2.52867 0.24413 -0.97369
C 0.17548 1.13189 -0.84592
O -0.02063 1.30260 0.46989
C 1.40160 1.50815 -1.45535
C 1.57596 1.22535 -2.80547
C 2.49659 2.23788 -0.66859
C 3.04110 1.33923 0.45029
C 1.93345 3.53736 -0.06921
C 3.67627 2.62160 -1.56493
H 2.41192 0.42025 -6.59545
H 3.04916 0.21037 -4.96788
H 2.42151 1.78580 -5.48342
H 0.90877 -1.47566 -6.34811
H -0.29065 -1.55501 -5.05857
H 1.42358 -1.76618 -4.68157
H 0.02882 0.82921 -7.02608
H -0.08730 2.11629 -5.81895
H -1.17639 0.72770 -5.74604
H -1.41443 -0.08319 -3.63878
H 2.51723 1.50253 -3.25207
H 2.26360 1.12861 1.17574
H 3.86074 1.84305 0.96613
H 3.42319 0.39860 0.04557
H 1.12743 3.34223 0.63302
H 1.55740 4.19032 -0.85943
H 2.72717 4.07107 0.45705
H 4.17912 1.74764 -1.98403
H 4.40778 3.16324 -0.96435
H 3.37246 3.27629 -2.38353
C -1.88955 -2.26169 4.05119
C -1.55242 -2.63621 2.60911
P -0.58673 -1.39357 1.70187
C 0.90121 -1.09020 2.69692
C 1.94776 -2.20065 2.65291
C -0.08213 -2.16291 0.12280
C 0.11793 -3.67884 0.12567
H -2.66589 -2.92296 4.43278
H -2.23278 -1.23162 4.14373
H -1.01702 -2.37302 4.69459
H -2.44756 -2.84090 2.01706
H -0.95109 -3.54928 2.59807
H 0.54567 -0.91820 3.71352
H 1.31352 -0.14180 2.36177
H 1.54514 -3.16153 2.97709
H 2.76865 -1.94907 3.32322
H 2.36641 -2.32081 1.65367
H 0.83137 -1.64302 -0.18359
H -0.83993 -1.89604 -0.61463
H 0.86364 -4.00100 0.85003
H 0.45868 -3.99372 -0.86002
H -0.81281 -4.20527 0.33329
Cl -1.11859 1.34806 3.41287
N -5.90745 0.54003 6.02672
C -4.94948 0.65406 5.10379
N -3.95879 1.53111 5.28744
N -5.04209 -0.14582 4.04409
C -4.18698 -0.01962 3.08980
N -3.45271 0.02657 2.19380
H -5.95253 1.13949 6.83045
H -6.67784 -0.07590 5.83289
H -3.91210 2.09928 6.11514
H -3.16376 1.54757 4.65835

Output
DFT total energy   -4635.76620 a.u.
Molar mass   714.1 Da
Net charge   +1
E_HOMO   -10.44 eV
Energy relative to the best compared isomer or geometry (same formula, charge and spin)   0.00 kcal/mol



[5]
This record from the OMol25 dataset describes 14 unconnected molecules or ions with the total composition C4H38N2O14 at a distorted geometry. The level of theory is ωB97M-V with the def2-TZVPD basis set.

Geometry (Å):
C -0.21036 0.72234 0.08788
N -0.52752 1.60779 -1.00558
C -0.68785 2.98414 -0.34070
O 0.59660 3.53072 -0.59335
C -0.06049 -0.72576 -0.35322
N 1.26324 -0.97841 -0.94241
C 1.29001 -2.16549 -1.76944
H -0.83637 0.77146 1.01428
H 0.73495 1.10013 0.54077
H 0.08821 1.57823 -1.79694
H -1.58873 3.60687 -0.79834
H -1.06109 2.83625 0.72019
H 1.10358 3.44364 0.23435
H -0.25966 -1.42872 0.44368
H -0.82814 -0.95157 -1.04402
H 1.80679 -0.19079 -1.32635
H 1.11179 -3.14263 -1.20633
H 2.31735 -2.13194 -2.32014
H 0.50802 -2.08102 -2.57031
H -0.71017 -3.92278 1.62736
H -1.77650 -3.65405 2.68529
O -1.61722 -4.08266 1.82569
H -1.80996 -2.36787 1.36011
H -2.81570 -1.23735 0.88899
O -2.39366 -1.62185 1.74628
H 3.18425 2.07126 -3.29269
H 1.75613 1.62791 -3.51788
O 2.59678 1.41310 -3.05578
H -2.68593 -2.42415 -1.60552
H -1.71248 -3.59756 -1.35212
O -2.45236 -3.24463 -1.91180
H 2.51449 1.97263 3.26320
H 3.24686 1.77119 1.93005
O 3.35107 1.66077 2.81674
H -0.80073 1.46606 -4.06747
H 0.09470 0.36570 -4.29360
O 0.15102 1.37157 -4.26844
H -3.49471 -0.16766 -1.60298
H -4.57627 -1.17067 -0.97968
O -3.55882 -1.04628 -0.93276
H 3.73380 2.60999 -0.20554
H 2.74261 1.45095 -0.49355
O 3.16007 2.01073 0.11922
H -3.65691 1.74639 -2.05357
H -2.22254 1.24058 -1.83309
O -2.99480 1.08778 -2.35229
H 0.32997 2.98434 3.61946
H 0.32271 1.47657 3.89912
O 0.87292 2.27309 3.61257
H -0.05124 -1.50663 2.69579
H 1.23617 -2.36716 2.81024
O 0.29274 -2.35857 2.66181
H 3.09458 -0.73986 1.79029
H 2.40990 -1.57518 0.75819
O 2.81408 -1.58084 1.64149
H -1.00426 -0.16139 3.77336
H -1.51879 -0.32968 2.42513
O -0.81213 0.17101 2.89435

Output
DFT total energy   -1337.96902 a.u.
Molar mass   338.3 Da
Net charge   0
E_HOMO   -9.00 eV
Energy relative to the best compared isomer or geometry (same formula, charge and spin)   101.45 kcal/mol



[6]
This record from the OMol25 dataset describes a molecular structure, C18H30ClMoN2OPSi at a distorted geometry. The level of theory is ωB97M-V with the def2-TZVPD basis set.

Geometry (Å):
Mo -0.16570 -0.11534 -0.12637
Si 0.19626 -2.15807 -1.40085
P 0.50373 1.14881 -2.06697
N -1.90491 0.26437 -0.26592
H 0.46743 1.26346 0.60418
C 0.82852 2.94380 -2.01637
H 0.97668 3.32684 -3.03471
H 1.72758 3.14597 -1.42227
H -0.01800 3.46703 -1.55641
C 1.92506 0.55755 -3.05190
H 2.01916 1.19863 -3.94009
H 1.77842 -0.48031 -3.37270
H 2.84300 0.61447 -2.45414
C -0.87378 1.05193 -3.27270
H -0.58388 1.59598 -4.18466
H -1.77606 1.50943 -2.84222
H -1.09086 0.00498 -3.52238
C 1.86533 -3.00632 -1.50787
H 2.27332 -3.23009 -0.51240
H 2.58592 -2.38279 -2.05392
H 1.72658 -3.95909 -2.04775
H -0.58597 -3.23320 -0.72200
H -0.25794 -2.12617 -2.83022
C -3.22562 0.05080 -0.43955
C -5.46756 0.84900 -0.08717
C -4.11825 0.96192 0.17502
C -3.68289 -1.02584 -1.25484
C -5.04296 -1.12076 -1.50416
C -5.92336 -0.19018 -0.92391
H -6.14853 1.57605 0.36086
H -3.63623 1.73148 0.78375
H -2.92313 -1.70027 -1.66470
H -5.41365 -1.92125 -2.15278
H -6.98981 -0.27944 -1.12484
C 3.33302 -0.18100 0.72765
O 2.42072 -0.57733 -0.02352
C 3.07581 0.48673 2.02428
H 3.96695 1.03872 2.33432
H 2.87539 -0.26681 2.79783
H 2.22968 1.18592 2.01009
C 4.74364 -0.47196 0.30120
H 5.32313 0.44138 0.14004
H 4.69349 -1.02153 -0.63818
H 5.24100 -1.09748 1.04579
Cl -2.04450 0.14476 5.22552
C -1.17195 -0.78173 4.07538
C -0.70804 -2.05310 4.40412
C 0.00697 -2.74842 3.43144
C 0.23103 -2.16013 2.18314
N -0.24981 -0.94341 1.88870
C -0.94121 -0.22438 2.81372
H -0.91000 -2.45367 5.39482
H 0.37740 -3.74558 3.59225
H 0.74351 -2.67348 1.37271
H -1.30185 0.75271 2.51746

Output
DFT total energy   -2047.25729 a.u.
Molar mass   480.9 Da
Net charge   +2
E_HOMO (alpha / beta)   -14.75 / -14.76 eV